# C6H4O

One molecule with the formula C6H4O (ωB97M-V/def2-TZVPD, the OMol25 dataset).

Computed properties:
- frontier orbital gap (Ha) = 0.3533
- E_HOMO (eV) = -8.56
- LUMO (eV) = 1.06
- structure (SMILES) = C#Cc1ccco1
- ΔE to the lowest compared entry with this formula, charge and spin (kcal per mole) = 20.3

Last columns: bonded neighbours and bond lengths (Å).
Positions of all 11 atoms, in Å:
1 C -0.552 1.623 -2.461  C2 1.204, H8 1.066
2 C -0.351 0.811 -1.595  C1 1.204, C3 1.418
3 C -0.117 0.010 -0.448  C2 1.418, C4 1.362, O7 1.363
4 C -0.762 -0.010 0.751  C3 1.362, C5 1.427, H9 1.082
5 C 0.064 -0.771 1.631  C4 1.427, C6 1.357, H10 1.081
6 C 1.133 -1.166 0.895  C5 1.357, O7 1.353, H11 1.083
7 O 1.040 -0.707 -0.374  C3 1.363, C6 1.353
8 H -0.692 2.394 -3.183  C1 1.066
9 H -1.694 0.495 0.972  C4 1.082
10 H -0.095 -0.951 2.685  C5 1.081
11 H 2.028 -1.729 1.127  C6 1.083

Atomic partial charges in e from the natural (NBO) method, atoms 1 to 5: number 1, C, carries -0.18; number 2, C, carries -0.06; number 3, C, carries 0.18; number 4, C, carries -0.25; number 5, C, carries -0.32



# C6H4O

One molecule with the formula C6H4O (ωB97M-V/def2-TZVPD, the OMol25 dataset).

Computed properties:
- frontier orbital gap (Ha) = 0.3797
- E_HOMO (eV) = -9.48
- LUMO (eV) = 0.85
- structure (SMILES) = C#CC#C[C@H]1CO1
- ΔE to the lowest compared entry with this formula, charge and spin (kcal per mole) = 75.8

Last columns: bonded neighbours and bond lengths (Å).
Positions of all 11 atoms, in Å:
1 C 3.845 -0.132 0.327  C2 1.206, H8 1.068
2 C 2.640 -0.176 0.365  C1 1.206, C3 1.383
3 C 1.259 -0.118 0.331  C2 1.383, C4 1.210
4 C 0.068 0.057 0.206  C3 1.210, C5 1.451
5 C -1.279 0.514 -0.076  C4 1.451, C6 1.469, O7 1.419, H9 1.091
6 C -2.402 -0.383 -0.378  C5 1.469, O7 1.415, H10 1.088, H11 1.090
7 O -2.304 0.268 0.874  C5 1.419, C6 1.415
8 H 4.908 -0.058 0.261  C1 1.068
9 H -1.293 1.514 -0.512  C5 1.091
10 H -2.250 -1.461 -0.362  C6 1.088
11 H -3.193 -0.025 -1.038  C6 1.090

Atomic partial charges in e from the natural (NBO) method, atoms 1 to 5: number 1, C, carries -0.15; number 2, C, carries -0.09; number 3, C, carries -0.07; number 4, C, carries 0.05; number 5, C, carries -0.03



# C6H4O

One molecule with the formula C6H4O in a non-equilibrium geometry (ωB97M-V/def2-TZVPD, the OMol25 dataset).

Computed properties:
- frontier orbital gap (Ha) = 0.3565
- E_HOMO (eV) = -8.71
- LUMO (eV) = 0.99
- structure (SMILES) = C#Cc1ccco1
- ΔE to the lowest compared entry with this formula, charge and spin (kcal per mole) = 49.2

Last columns: bonded neighbours and bond lengths (Å).
Positions of all 11 atoms, in Å:
1 C 1.577 -1.266 -2.182  C2 1.251, H8 1.203
2 C 0.814 -0.752 -1.335  C1 1.251, C3 1.402
3 C 0.020 -0.102 -0.380  C2 1.402, C4 1.311, O7 1.324
4 C -0.516 -0.707 0.654  C3 1.311, C5 1.495, H9 1.084
5 C -0.831 0.476 1.512  C4 1.495, C6 1.362, H10 1.093
6 C -0.754 1.608 0.758  C5 1.362, O7 1.446, H11 1.064
7 O -0.076 1.216 -0.458  C3 1.324, C6 1.446
8 H 2.302 -1.992 -2.809  C1 1.203
9 H -0.570 -1.768 0.865  C4 1.084
10 H -1.339 0.633 2.467  C5 1.093
11 H -0.627 2.654 0.908  C6 1.064

Atomic partial charges in e from the natural (NBO) method, atoms 1 to 5: number 1, C, carries -0.26; number 2, C, carries 0.03; number 3, C, carries 0.17; number 4, C, carries -0.27; number 5, C, carries -0.28



# C6H4O

One molecule with the formula C6H4O (ωB97M-V/def2-TZVPD, the OMol25 dataset).

Computed properties:
- frontier orbital gap (Ha) = 0.3682
- E_HOMO (eV) = -10.25
- LUMO (eV) = -0.23
- structure (SMILES) = C#CC(=O)C#CC
- ΔE to the lowest compared entry with this formula, charge and spin (kcal per mole) = 58.3

Last columns: bonded neighbours and bond lengths (Å).
Positions of all 11 atoms, in Å:
1 C 2.851 -0.945 0.751  C2 1.204, H8 1.067
2 C 1.991 -0.106 0.675  C1 1.204, C3 1.462
3 C 1.191 1.115 0.616  C2 1.462, O4 1.212, C5 1.446
4 O 1.623 2.139 1.098  C3 1.212
5 C -0.091 0.953 -0.034  C3 1.446, C6 1.207
6 C -1.110 0.466 -0.458  C5 1.207, C7 1.455
7 C -2.268 -0.367 -0.743  C6 1.455, H9 1.091, H10 1.094, H11 1.094
8 H 3.691 -1.598 0.841  C1 1.067
9 H -3.209 0.183 -0.788  C7 1.091
10 H -2.302 -1.065 0.099  C7 1.094
11 H -2.141 -0.951 -1.659  C7 1.094

Atomic partial charges in e from the natural (NBO) method, atoms 1 to 5: number 1, C, carries -0.13; number 2, C, carries -0.12; number 3, C, carries 0.45; number 4, O, carries -0.46; number 5, C, carries -0.15